Molecular formula: C6H9NS
Method: DFT, the ωB97M-V functional and the def2-TZVPD basis

Geometry (Å):
C: -1.311 1.712 0.636
C: -0.332 1.063 -0.056
C: 1.006 0.419 0.052
C: -2.921 -1.789 -0.896
C: 2.284 1.216 -0.176
C: 1.044 -0.839 0.916
N: -2.122 2.154 1.345
S: 0.029 0.191 -1.501
H: -2.994 -1.969 -1.899
H: -2.089 -1.292 -0.499
H: -3.908 -1.833 -0.387
H: 2.086 1.961 -1.031
H: 3.248 0.622 -0.405
H: 2.740 1.862 0.526
H: -0.015 -1.336 1.112
H: 1.584 -0.512 1.881
H: 1.671 -1.631 0.382

Summary:
HOMO energy (alpha / beta) = -8.22 / -10.15 eV
HOMO-LUMO gap (alpha / beta) = 8.6230 / 9.0090 eV
Spin multiplicity = 3
⟨S²⟩ = 2.0188
Total charge = 0


Molecular formula: C20H27N3O4S
Method: DFT, the ωB97M-V functional and the def2-TZVPD basis

Geometry (Å):
C: -6.166 -3.406 0.809
H: -7.068 -3.768 0.321
H: -5.311 -3.918 0.372
H: -6.218 -3.665 1.864
C: -6.030 -1.897 0.633
C: -5.970 -1.515 -0.847
C: -5.798 -0.006 -0.996
N: -4.589 0.404 -0.312
S: -4.050 1.951 -0.662
O: -4.587 2.920 0.255
O: -4.237 2.169 -2.066
C: -2.304 1.748 -0.328
C: -1.672 2.557 0.598
C: -0.322 2.388 0.843
C: 0.383 1.401 0.152
C: -0.265 0.588 -0.783
C: -1.612 0.769 -1.020
H: -2.144 0.168 -1.739
H: 0.310 -0.164 -1.300
N: 1.734 1.241 0.407
N: 2.417 0.322 -0.194
C: 3.692 0.123 -0.007
C: 4.518 0.931 0.896
O: 4.039 1.849 1.553
H: 2.193 1.870 1.077
C: 5.979 0.584 1.003
H: 6.074 -0.119 1.838
C: 6.555 -0.049 -0.266
C: 6.505 0.951 -1.425
H: 6.916 0.503 -2.327
H: 7.088 1.838 -1.187
H: 5.483 1.258 -1.634
C: 8.006 -0.463 -0.015
H: 8.429 -0.922 -0.906
H: 8.071 -1.178 0.802
H: 8.611 0.405 0.240
C: 5.718 -1.286 -0.602
C: 4.251 -0.988 -0.810
O: 3.568 -1.632 -1.573
H: 5.782 -2.006 0.220
H: 6.094 -1.783 -1.498
H: 6.526 1.487 1.281
H: 0.190 3.011 1.561
H: -2.253 3.307 1.112
C: -4.628 0.131 1.107
C: -4.773 -1.372 1.329
H: -3.896 -1.875 0.917
H: -4.817 -1.577 2.400
H: -3.695 0.502 1.537
H: -5.462 0.670 1.581
H: -5.685 0.286 -2.040
H: -6.675 0.513 -0.580
H: -5.122 -2.018 -1.315
H: -6.882 -1.827 -1.358
H: -6.904 -1.411 1.082

Summary:
HOMO energy = -8.72 eV
HOMO-LUMO gap = 7.9057 eV
SMILES = CC1CCN(S(=O)(=O)c2ccc(NN=C3C(=O)CC(C)(C)CC3=O)cc2)CC1
Total charge = 0


Molecular formula: C12H27ClIN2OP2Ti
Method: DFT, the ωB97M-V functional and the def2-TZVPD basis

Geometry (Å):
C: 0.010 1.004 -7.532
C: 0.014 1.568 -6.124
H: 0.013 1.856 -8.237
H: -0.883 0.390 -7.695
H: 0.898 0.383 -7.698
O: 0.023 2.742 -5.837
I: 0.003 0.186 -4.415
Ti: 0.001 -0.131 0.003
P: 2.476 0.119 0.015
C: 3.363 1.308 1.069
C: 3.101 -1.507 0.582
H: 4.191 -1.529 0.451
H: 4.193 0.149 -1.693
H: 2.633 -2.310 -0.003
H: 2.609 -0.408 -2.340
H: 3.047 1.170 2.111
H: 2.861 -1.647 1.645
C: 3.109 0.310 -1.678
H: 4.451 1.176 1.011
H: 2.883 1.325 -2.025
H: 3.110 2.326 0.750
P: -2.469 0.157 0.019
C: -3.339 1.360 1.072
C: -3.102 0.353 -1.674
H: -2.659 -2.270 0.006
H: -4.206 -1.468 0.462
H: -2.874 -1.601 1.653
C: -3.115 -1.460 0.591
H: -2.612 -0.372 -2.335
H: -4.188 0.205 -1.687
H: -4.429 1.245 1.011
H: -3.070 2.374 0.752
H: -2.864 1.365 -2.023
H: -3.028 1.218 2.114
Cl: -0.014 -2.007 -1.249
C: -0.027 0.086 5.600
N: -0.014 -0.445 4.253
C: 0.002 -1.803 3.905
C: 0.009 -1.862 2.553
N: -0.003 -0.559 2.053
C: -0.017 0.267 3.108
H: -0.913 -0.253 6.149
H: 0.862 -0.232 6.157
H: -0.039 1.178 5.568
H: 0.008 -2.600 4.621
H: 0.020 -2.709 1.890
H: -0.026 1.352 3.069

Summary:
HOMO energy = -16.87 eV
HOMO-LUMO gap = 4.1993 eV
Total charge = +3


Molecular formula: C2H4F3NS
Method: DFT, the ωB97M-V functional and the def2-TZVPD basis

Geometry (Å):
C: 1.246 0.074 0.818
C: -0.970 0.718 -1.089
N: 0.048 -0.473 0.531
F: -1.067 -0.226 -2.047
F: -2.188 1.231 -0.844
F: -0.208 1.807 -1.444
S: -0.161 -2.077 0.365
H: 2.063 -0.534 0.310
H: 1.322 1.166 0.658
H: 1.360 0.279 1.951
H: -1.445 -1.966 0.792

Summary:
HOMO energy (alpha / beta) = -8.50 / -8.47 eV
HOMO-LUMO gap (alpha / beta) = 7.9020 / 8.2731 eV
Total charge = 0


Molecular formula: C16H21NO3
Method: DFT, the ωB97M-V functional and the def2-TZVPD basis

Geometry (Å):
C: 3.891 2.970 0.169
H: 3.326 3.079 -0.763
O: 4.689 1.813 0.160
C: 4.082 0.598 0.036
C: 4.933 -0.508 0.025
C: 4.410 -1.776 -0.097
C: 3.041 -1.968 -0.207
C: 2.189 -0.877 -0.200
C: 2.712 0.406 -0.075
H: 2.043 1.253 -0.072
C: 0.684 -1.065 -0.300
C: 0.061 -0.738 1.076
H: 0.471 0.200 1.450
C: -1.463 -0.658 1.021
N: -1.903 0.286 0.010
C: -3.203 0.556 -0.285
O: -3.502 1.331 -1.178
C: -4.251 -0.134 0.522
C: -5.484 -0.583 -0.226
C: -5.563 0.594 0.678
H: -5.624 1.569 0.220
H: -6.082 0.502 1.620
H: -5.496 -0.395 -1.289
H: -5.946 -1.511 0.074
H: -3.926 -0.747 1.349
C: -0.866 0.911 -0.787
H: -1.373 1.464 -1.581
C: 0.064 -0.141 -1.381
H: 0.848 0.347 -1.959
H: -0.508 -0.763 -2.074
H: -0.309 1.628 -0.173
H: -1.873 -1.654 0.805
H: -1.830 -0.351 2.008
H: 0.349 -1.527 1.774
O: 0.441 -2.422 -0.620
H: -0.510 -2.545 -0.715
H: 2.630 -2.958 -0.306
H: 5.072 -2.629 -0.106
H: 5.995 -0.340 0.111
H: 4.583 3.805 0.267
H: 3.197 2.976 1.017

Summary:
HOMO energy = -8.52 eV
HOMO-LUMO gap = 9.1141 eV
SMILES = COc1cccc(C2(O)CCN(C(=O)C3CC3)CC2)c1
Total charge = 0


Molecular formula: C18H22Cl5NOSi2V
Method: DFT, the ωB97M-V functional and the def2-TZVPD basis

Geometry (Å):
V: 0.212 0.088 -0.166
Cl: 3.098 -6.675 -0.918
C: 2.658 -5.008 -0.938
C: 1.560 -4.570 -0.201
Cl: 0.638 -5.680 0.730
C: 1.219 -3.227 -0.228
Cl: -0.135 -2.623 0.668
C: 1.941 -2.277 -0.975
O: 1.613 -1.036 -0.993
C: 3.053 -2.748 -1.714
Cl: 3.941 -1.601 -2.627
C: 3.398 -4.090 -1.690
Cl: 4.753 -4.635 -2.597
C: -1.707 1.020 -2.605
Si: -0.331 2.292 -2.329
C: -0.932 4.036 -2.732
C: 1.088 1.870 -3.489
C: 0.147 2.089 -0.541
C: -1.073 2.048 0.375
C: -1.864 3.118 0.743
C: -2.950 2.932 1.589
C: -3.199 1.668 2.036
C: -2.372 0.615 1.639
N: -1.347 0.769 0.844
Si: 1.629 2.844 0.295
C: 1.490 4.717 0.485
C: 1.705 1.993 1.986
C: 3.225 2.457 -0.620
H: -2.040 1.015 -3.646
H: -2.579 1.214 -1.974
H: -1.377 -0.008 -2.399
H: -1.197 4.129 -3.788
H: -0.149 4.767 -2.522
H: -1.813 4.311 -2.149
H: 0.714 1.780 -4.512
H: 1.569 0.925 -3.224
H: 1.861 2.640 -3.494
H: -1.623 4.100 0.360
H: -3.572 3.767 1.880
H: -4.028 1.453 2.697
H: -2.541 -0.401 1.976
H: 0.624 5.006 1.084
H: 1.395 5.193 -0.493
H: 2.377 5.132 0.970
H: 0.814 2.192 2.587
H: 2.577 2.320 2.557
H: 1.805 0.901 1.903
H: 3.319 3.023 -1.548
H: 3.308 1.397 -0.874
H: 4.081 2.718 0.007

Summary:
HOMO energy (alpha / beta) = -6.99 / -6.48 eV
HOMO-LUMO gap (alpha / beta) = 7.1489 / 6.6348 eV
Spin multiplicity = 2
⟨S²⟩ = 0.7563
Total charge = 0


Molecular formula: C5H7NO2
Method: DFT, the ωB97M-V functional and the def2-TZVPD basis

Geometry (Å):
C: -1.164 -0.778 0.652
C: 0.834 0.500 1.624
C: 0.067 0.045 0.436
C: 0.553 0.404 -0.766
C: -0.026 0.055 -2.044
O: 0.316 0.091 2.793
N: 0.544 0.442 -3.102
O: 1.834 1.173 1.577
H: 0.865 0.419 3.522
H: 0.093 0.166 -3.972
H: 1.454 1.000 -0.811
H: -0.945 -0.544 -2.019
H: -2.002 -0.370 0.091
H: -1.426 -0.804 1.705
H: -0.995 -1.800 0.315

Summary:
HOMO energy = -9.76 eV
HOMO-LUMO gap = 9.5175 eV
SMILES = [H]/N=C/C=C(\C)C(=O)O
Total charge = 0


Molecular formula: C20H41B2ClHfN2O8S2
Method: DFT, the ωB97M-V functional and the def2-TZVPD basis

Geometry (Å):
Hf: 2.408 1.127 -5.016
C: 4.134 -1.403 7.761
N: 3.475 -1.884 6.504
C: 3.935 -1.530 5.316
C: 3.314 -2.093 4.135
C: 2.416 -3.124 4.316
C: 2.055 -3.542 5.663
C: 2.634 -2.821 6.683
C: 1.880 -3.902 3.236
C: 2.729 -4.691 2.404
C: 2.286 -5.012 1.091
N: 0.994 -4.747 0.719
C: 0.136 -4.152 1.553
C: 0.574 -3.643 2.793
C: 0.658 -5.224 -0.648
H: 3.357 -1.195 8.497
H: 4.870 -0.599 7.738
H: 4.698 -2.242 8.170
H: 4.498 -0.609 5.351
H: 3.521 -1.760 3.129
H: 1.313 -4.285 5.918
H: 2.515 -3.096 7.721
H: 3.796 -4.747 2.558
H: 2.939 -5.456 0.355
H: -0.813 -3.980 1.066
H: -0.189 -3.241 3.442
H: 1.354 -4.699 -1.303
H: -0.347 -4.935 -0.955
H: 0.761 -6.309 -0.665
B: 0.351 -0.979 -3.298
H: -0.024 -0.481 -4.178
H: -0.469 -1.530 -2.862
H: 1.303 -1.460 -3.461
H: 0.629 -0.101 -2.737
B: 4.521 -1.709 -6.210
H: 3.448 -1.803 -6.144
H: 4.777 -0.661 -6.191
H: 5.025 -2.204 -5.394
H: 4.930 -2.154 -7.104
Cl: 1.233 4.237 -3.020
C: -1.547 1.033 -9.754
C: -0.458 1.278 -8.671
O: -0.529 1.779 -7.534
O: 0.662 0.715 -8.593
H: -1.369 0.782 -10.800
H: -1.840 2.061 -9.968
H: -2.425 0.594 -9.281
O: -4.766 2.955 -0.704
S: -5.632 1.769 -0.972
O: -6.867 1.556 -0.282
O: -5.976 1.730 -2.605
C: -4.995 2.376 -3.464
C: -5.251 1.871 -4.925
C: -4.626 0.208 -0.845
H: -4.000 2.159 -3.077
H: -4.979 3.460 -3.353
H: -4.590 1.010 -5.026
H: -4.892 2.628 -5.622
H: -6.277 1.648 -5.216
H: -5.204 -0.569 -1.344
H: -4.567 -0.090 0.201
H: -3.594 0.312 -1.181
O: 1.893 3.364 4.092
S: 0.451 3.357 4.003
O: -0.262 2.222 4.579
O: -0.034 4.804 4.709
C: -1.332 5.273 4.579
C: -1.078 6.690 4.232
C: -0.109 3.641 2.244
H: -1.929 5.146 5.483
H: -1.806 4.740 3.755
H: -1.998 7.238 4.030
H: -0.439 6.736 3.351
H: -0.627 7.175 5.099
H: -1.178 3.435 2.297
H: 0.432 2.885 1.675
H: 0.116 4.668 1.956

Summary:
HOMO energy = -12.85 eV
HOMO-LUMO gap = 3.6015 eV
Total charge = +2


Molecular formula: C60H56NO2P3PbSi2
Method: DFT, the ωB97M-V functional and the def2-TZVPD basis

Geometry (Å):
Pb: -1.204 -1.320 -0.566
C: -6.299 -0.628 -2.587
C: -5.616 0.245 -3.416
C: -4.414 0.801 -3.010
C: -3.894 0.481 -1.763
C: -4.592 -0.387 -0.924
C: -5.789 -0.939 -1.335
P: -2.289 1.096 -1.138
C: -1.765 2.312 -2.391
C: -1.360 1.799 -3.625
C: -0.923 2.653 -4.621
C: -0.855 4.019 -4.382
C: -1.234 4.526 -3.150
C: -1.691 3.679 -2.153
C: -2.869 2.098 0.271
C: -4.011 2.871 0.074
C: -4.491 3.690 1.076
C: -3.808 3.764 2.280
C: -2.688 2.980 2.486
C: -2.206 2.116 1.499
Si: -0.764 0.967 2.010
C: -1.516 -0.674 2.654
C: -2.690 -0.501 3.389
C: -3.179 -1.512 4.195
C: -2.484 -2.706 4.306
C: -1.347 -2.910 3.545
C: -0.872 -1.914 2.698
P: 0.566 -2.214 1.579
C: 1.694 -2.941 2.826
C: 2.271 -2.054 3.728
C: 3.090 -2.517 4.739
C: 3.320 -3.877 4.876
C: 2.721 -4.766 4.000
C: 1.916 -4.305 2.971
C: -0.015 -3.701 0.650
C: -1.371 -4.036 0.537
C: -1.787 -4.992 -0.378
C: -0.867 -5.625 -1.196
C: 0.482 -5.338 -1.058
C: 0.901 -4.381 -0.153
C: 0.155 1.725 3.488
C: -0.119 1.868 4.837
C: 0.775 2.572 5.631
C: 1.918 3.135 5.080
C: 2.211 2.982 3.732
C: 1.328 2.260 2.950
P: 1.312 1.866 1.169
C: 2.929 1.093 0.857
C: 3.631 0.626 1.964
C: 4.897 0.085 1.821
C: 5.479 0.008 0.566
C: 4.782 0.465 -0.542
C: 3.510 0.994 -0.406
C: 1.334 3.548 0.476
C: 0.206 4.336 0.677
C: 0.190 5.647 0.239
C: 1.302 6.178 -0.395
C: 2.431 5.398 -0.582
C: 2.453 4.083 -0.149
H: -7.235 -1.058 -2.909
H: -6.023 0.504 -4.381
H: -3.891 1.489 -3.658
H: -4.202 -0.606 0.064
H: -6.329 -1.606 -0.681
H: -1.390 0.729 -3.793
H: -0.638 2.259 -5.583
H: -0.504 4.687 -5.153
H: -1.183 5.588 -2.965
H: -1.988 4.090 -1.199
H: -4.521 2.824 -0.877
H: -5.384 4.272 0.917
H: -4.150 4.426 3.059
H: -2.166 3.042 3.429
H: -3.225 0.435 3.329
H: -4.092 -1.359 4.752
H: -2.837 -3.480 4.969
H: -0.813 -3.849 3.602
H: 2.055 -0.999 3.634
H: 3.546 -1.821 5.427
H: 3.960 -4.241 5.664
H: 2.877 -5.826 4.122
H: 1.462 -5.012 2.294
H: -2.099 -3.613 1.216
H: -2.837 -5.237 -0.449
H: -1.197 -6.353 -1.920
H: 1.213 -5.857 -1.661
H: 1.952 -4.160 -0.063
H: -1.009 1.436 5.271
H: 0.579 2.687 6.686
H: 2.592 3.690 5.712
H: 3.111 3.406 3.310
H: 3.196 0.699 2.950
H: 5.434 -0.264 2.691
H: 6.474 -0.398 0.453
H: 5.235 0.413 -1.520
H: 2.987 1.329 -1.287
H: -0.650 3.925 1.191
H: -0.685 6.257 0.407
H: 1.293 7.203 -0.729
H: 3.306 5.817 -1.054
H: 3.344 3.488 -0.280
O: 2.666 -1.925 0.032
H: 2.487 -1.936 -0.916
H: 3.583 -2.175 0.167
O: 0.665 1.415 -1.132
H: 0.811 0.548 -1.569
H: 0.773 2.103 -1.796
N: -2.908 -2.592 -3.431
C: -2.455 -2.065 -2.513
H: -3.323 -3.061 -4.210
C: 2.324 -0.797 -5.776
Si: 2.127 -2.171 -4.482
C: 1.123 -3.639 -5.156
C: 3.827 -2.717 -3.828
C: 1.132 -1.522 -3.030
C: 0.379 -1.267 -2.111
H: 2.896 -1.165 -6.622
H: 2.852 0.064 -5.376
H: 1.366 -0.454 -6.155
H: 1.617 -4.071 -6.021
H: 0.129 -3.331 -5.468
H: 1.008 -4.424 -4.415
H: 4.380 -3.202 -4.627
H: 3.754 -3.429 -3.011
H: 4.421 -1.873 -3.491

Summary:
HOMO energy = -12.38 eV
HOMO-LUMO gap = 7.2815 eV
Total charge = +2


Molecular formula: C14H20N2O6S2
Method: DFT, the ωB97M-V functional and the def2-TZVPD basis

Geometry (Å):
C: 1.269 2.655 -1.616
C: 1.114 3.340 -0.377
H: 1.129 4.527 -0.510
H: 1.764 3.014 0.339
O: -0.325 2.871 -0.025
C: -0.584 1.823 0.829
O: 0.266 0.988 1.170
C: -1.975 1.772 1.167
C: -2.396 0.292 1.244
N: -2.494 -0.280 -0.008
S: -2.386 -1.683 -0.177
O: -2.857 -2.502 0.870
O: -2.852 -2.419 -1.582
C: -0.520 -1.770 -0.226
C: 0.184 -2.189 0.736
C: 1.469 -1.876 1.024
C: 2.139 -1.381 -0.144
C: 1.351 -1.040 -1.274
C: 0.146 -1.199 -1.452
H: -0.606 -1.061 -2.132
H: 1.850 -0.532 -2.280
S: 3.577 -0.316 0.147
O: 3.987 0.389 -1.172
O: 4.611 -1.240 0.728
N: 3.331 0.899 0.918
H: 2.457 1.063 1.078
H: 3.535 0.179 2.077
H: 2.182 -1.876 1.738
H: -0.386 -2.670 1.812
C: -3.538 0.404 -0.668
C: -3.171 2.021 -0.949
C: -3.018 2.515 0.352
H: -3.904 2.563 1.040
H: -2.690 3.451 0.357
H: -3.996 2.373 -1.442
H: -2.213 2.178 -1.430
H: -4.510 0.373 -0.388
H: -3.659 -0.042 -1.435
H: -3.277 0.192 1.953
H: -1.661 -0.187 1.897
H: -1.852 2.055 2.478
H: 2.106 2.897 -1.769
H: 0.971 1.542 -1.559
H: 0.495 2.891 -2.440

Summary:
HOMO energy = -9.65 eV
HOMO-LUMO gap = 9.2821 eV
Total charge = 0


Molecular formula: C3H6FO2S
Method: DFT, the ωB97M-V functional and the def2-TZVPD basis

Geometry (Å):
C: 1.112 -0.634 0.371
C: -1.013 0.803 0.093
C: 0.534 0.730 0.389
O: -1.499 -0.073 -0.896
O: 0.721 1.552 -2.172
F: 0.653 1.225 1.693
S: 1.374 2.010 -0.811
H: 0.495 -1.487 0.903
H: 1.132 -1.153 -0.555
H: 2.233 -0.584 0.732
H: -1.537 0.322 0.922
H: -0.922 0.321 -1.654
H: -1.242 1.881 -0.310

Summary:
HOMO energy = -2.22 eV
HOMO-LUMO gap = 6.1779 eV
SMILES = C[C@](F)(CO)S[O-]
Total charge = -1